# 1
Here is a structure of composition C3H4GaO3 in a non-equilibrium geometry from OMol25. Energies are from wB97M-V/def2-TZVPD.

Calculated values
HOMO level (alpha / beta)	-19.0773 / -19.0803	eV
relative energy (zero: lowest compared OMol25 entry of this formula, charge and spin)	3.7157	eV
net charge	+2
Kohn-Sham gap (alpha / beta)	7.4 / 6.4	eV
LUMO level (alpha / beta)	-0.429 / -0.464	Ha
2S+1	2

Atoms and positions in Å:
C (0.11130, 1.38931, 0.91606)
C (0.87437, 0.79119, -0.04537)
O (0.86575, -0.55242, -0.19279)
C (-0.22946, -1.59002, -0.02507)
O (-1.24867, -1.27149, 0.65304)
O (-0.24089, -2.18344, -1.08504)
H (-0.89282, 1.72308, 0.64443)
H (1.54305, 1.31053, -0.73843)
H (0.63494, 2.11027, 1.54809)
Ga (-0.29104, -1.54403, -2.74490)
H (-1.12652, -0.18298, 1.06997)

---

# 2
Here is a structure of composition C21H33InN2O4P2 in a non-equilibrium geometry from OMol25. Energies are from wB97M-V/def2-TZVPD.

Calculated values
HOMO level	-3.4287	eV
Kohn-Sham gap	2.9	eV
LUMO level	-0.019	Ha

Atoms and positions in Å:
C (-0.78427, -1.90974, -3.60465)
C (-0.19621, -1.44090, -2.42246)
N (-0.91064, -0.65029, -1.58993)
C (-2.19287, -0.32812, -1.84813)
C (-2.84942, -0.90279, -2.94235)
C (-2.13631, -1.70101, -3.84027)
C (1.12831, -2.04670, -1.97643)
P (1.80420, -1.39403, -0.37089)
In (-0.08069, -0.14317, 0.78720)
P (-1.91396, 1.55549, 0.21033)
C (-2.97222, 0.64492, -0.95240)
C (1.36888, 0.98210, 2.06296)
C (1.79059, 0.30235, 3.18891)
C (2.49768, 0.99066, 4.18799)
C (2.83809, 2.33654, 4.00466)
C (2.48925, 2.99264, 2.81007)
C (1.74847, 2.29913, 1.82057)
O (3.43855, 1.32566, -5.55893)
O (-0.03100, 3.74821, -3.18275)
H (-0.19606, -2.56791, -4.22612)
H (-3.90499, -0.66132, -3.08294)
H (-2.63528, -2.15365, -4.69775)
C (2.32612, -3.03888, 0.22501)
C (3.29527, -0.40287, -0.62376)
H (-3.52512, 1.36831, -1.58459)
H (-3.72412, 0.07751, -0.37531)
H (1.86744, -2.14262, -2.74685)
H (0.98326, -3.09859, -1.66028)
C (-2.83920, 2.27068, 1.59057)
C (-1.41968, 3.05353, -0.66197)
H (1.57544, -0.75814, 3.31573)
H (2.77810, 0.46089, 5.09771)
H (3.38035, 2.87654, 4.78904)
H (2.79582, 4.03560, 2.64790)
H (1.47491, 2.79086, 0.87620)
H (0.64895, 3.86467, -2.52636)
H (-0.19674, 4.63906, -3.55799)
H (3.87424, 1.06099, -4.77385)
H (2.47610, 1.20283, -5.50359)
H (4.48715, 4.60350, -2.19874)
H (3.09321, -3.33929, -0.50819)
H (2.74939, -3.10033, 1.23140)
H (1.46323, -3.72094, 0.17529)
H (4.13405, -1.10668, -0.73694)
H (3.14691, 0.21793, -1.52250)
H (3.51010, 0.25485, 0.23346)
H (-2.29074, 3.52248, -1.16076)
H (-1.03928, 3.81893, 0.04147)
H (-0.65655, 2.74519, -1.39549)
H (-3.56342, 2.98895, 1.16693)
H (-3.32925, 1.48768, 2.18844)
H (-2.10602, 2.81017, 2.21629)
O (-1.03898, -3.51611, 0.18345)
C (-1.50699, -3.03423, 1.21081)
C (-2.43608, -3.70905, 2.20727)
C (-2.60237, -2.71693, 3.33496)
C (-1.85681, -1.47936, 2.87476)
O (-1.80979, -0.37373, 3.41330)
N (-1.22072, -1.76731, 1.68636)
H (-3.38843, -3.91616, 1.71519)
H (-2.00933, -4.66122, 2.53580)
H (-3.64673, -2.46842, 3.53948)
H (-2.15377, -3.07840, 4.26367)

---

# 3
Here is the ion C3H8N5 with charge +1 in a non-equilibrium geometry from OMol25. Energies are from wB97M-V/def2-TZVPD.

Calculated values
HOMO level	-14.3360	eV
relative energy (zero: lowest compared OMol25 entry of this formula, charge and spin)	1.3236	eV
net charge	+1
Kohn-Sham gap	9.6	eV
SMILES	N[C@@H]1[NH+]=CN=CN1N
LUMO level	-0.173	Ha

Atoms and positions in Å:
C (-1.09897, 1.27005, -0.43402)
C (-0.86428, -0.53652, -1.88301)
C (0.21596, -0.58578, 0.36958)
N (-1.18029, 0.75870, -1.63988)
N (-0.44701, 0.66845, 0.54099)
N (-0.36989, -1.30626, -0.95498)
N (1.60283, -0.52886, 0.41907)
N (-0.02821, 1.40467, 1.65736)
H (-1.37838, 2.29468, -0.33806)
H (-1.21903, -1.01693, -2.75012)
H (-0.11080, -1.31621, 1.21523)
H (0.01917, -2.22025, -1.15464)
H (2.10059, -0.11498, -0.31904)
H (2.04843, -1.29004, 0.96565)
H (-0.31088, 1.02747, 2.59696)
H (1.02077, 1.49180, 1.70892)

---

# 4
Here is the molecule CHBrClNO in a non-equilibrium geometry from OMol25. Energies are from wB97M-V/def2-TZVPD.

Calculated values
HOMO level (alpha / beta)	-8.9681 / -8.9673	eV
relative energy (zero: lowest compared OMol25 entry of this formula, charge and spin)	2.3161	eV
Kohn-Sham gap (alpha / beta)	9.3 / 9.3	eV
SMILES	[O-]/[NH+]=C(/Cl)Br
LUMO level (alpha / beta)	0.011 / 0.011	Ha

Atoms and positions in Å:
C (0.40798, -0.42869, 0.06470)
N (-0.59760, 0.39674, -0.01635)
O (-0.50421, 1.67164, 0.09963)
Cl (0.19398, -2.11492, -0.02931)
Br (2.04456, 0.40659, 0.00496)
H (-1.54472, 0.06863, -0.12363)

---

Q: Number 2 is which compound?
A: C21H33InN2O4P2

---

Copy entry 4 word for word.
Here is the molecule CHBrClNO in a non-equilibrium geometry from OMol25. Energies are from wB97M-V/def2-TZVPD.

Calculated values
HOMO level (alpha / beta)	-8.9681 / -8.9673	eV
relative energy (zero: lowest compared OMol25 entry of this formula, charge and spin)	2.3161	eV
Kohn-Sham gap (alpha / beta)	9.3 / 9.3	eV
SMILES	[O-]/[NH+]=C(/Cl)Br
LUMO level (alpha / beta)	0.011 / 0.011	Ha

Atoms and positions in Å:
C (0.40798, -0.42869, 0.06470)
N (-0.59760, 0.39674, -0.01635)
O (-0.50421, 1.67164, 0.09963)
Cl (0.19398, -2.11492, -0.02931)
Br (2.04456, 0.40659, 0.00496)
H (-1.54472, 0.06863, -0.12363)

---

What did the first record say?
Here is a structure of composition C3H4GaO3 in a non-equilibrium geometry from OMol25. Energies are from wB97M-V/def2-TZVPD.

Calculated values
HOMO level (alpha / beta)	-19.0773 / -19.0803	eV
relative energy (zero: lowest compared OMol25 entry of this formula, charge and spin)	3.7157	eV
net charge	+2
Kohn-Sham gap (alpha / beta)	7.4 / 6.4	eV
LUMO level (alpha / beta)	-0.429 / -0.464	Ha
2S+1	2

Atoms and positions in Å:
C (0.11130, 1.38931, 0.91606)
C (0.87437, 0.79119, -0.04537)
O (0.86575, -0.55242, -0.19279)
C (-0.22946, -1.59002, -0.02507)
O (-1.24867, -1.27149, 0.65304)
O (-0.24089, -2.18344, -1.08504)
H (-0.89282, 1.72308, 0.64443)
H (1.54305, 1.31053, -0.73843)
H (0.63494, 2.11027, 1.54809)
Ga (-0.29104, -1.54403, -2.74490)
H (-1.12652, -0.18298, 1.06997)